Record 1
C4H9N3 | wB97M-V/def2-TZVPD

Geometry as XYZ:
```
16
Properties=species:S:1:pos:R:3:nbo_charge:R:1
N -0.95 -1.16 -0.25 -0.298
N -2.67 0.35 0.18 -0.824
N 0.31 -1.32 -0.68 -0.425
C -1.33 0.00 0.31 0.324
C 1.09 -0.49 0.06 0.033
C -0.25 0.88 0.68 -0.570
C 2.39 -0.05 -0.57 -0.641
H -1.64 -1.80 -0.61 0.398
H 1.20 -0.77 1.11 0.159
H -0.40 1.90 0.31 0.201
H 3.10 -0.89 -0.61 0.220
H 0.12 0.87 1.69 0.222
H 2.85 0.75 0.01 0.211
H -3.09 0.28 -0.74 0.379
H -2.96 1.16 0.69 0.392
H 2.23 0.30 -1.59 0.217
```

## Properties
**E_LUMO (spin up / spin down)**: 0.898 / 0.898 eV
**Orbital gap (spin up / spin down)**: 7.9 / 7.9 eV
**Energy relative to the best compared isomer or geometry (same formula, charge and spin)**: 76.32 kcal/mol



Record 2
C39H38NO7S | wB97M-V/def2-TZVPD

Geometry as XYZ:
```
86
Properties=species:S:1:pos:R:3:mulliken_charge:R:1
S 2.13 1.52 1.16 1.469
O 1.51 0.67 -0.03 -0.433
O 1.32 2.67 1.40 -0.655
O 2.37 0.63 2.25 -0.539
O -3.27 -4.52 3.55 -0.673
O -5.07 0.48 -2.26 -0.676
O -7.70 -3.34 0.43 -0.651
O 0.88 -3.87 0.22 -0.702
N 7.30 3.96 -1.69 0.059
C 6.79 3.76 -3.09 -0.870
C -0.63 -2.86 1.72 -0.128
C 3.19 4.83 -2.18 -0.599
C -0.87 -7.66 0.50 -0.538
C -7.67 1.05 -1.42 -0.578
C -0.07 -1.61 1.56 -0.134
C -2.25 -1.93 3.25 -0.766
C -3.71 -4.03 -0.61 -0.370
C 5.32 4.16 -3.28 -1.021
C -7.75 -1.17 -0.48 0.172
C -5.03 -3.84 -0.23 -0.858
C -1.69 -0.68 3.07 -1.039
C -0.59 -0.51 2.22 0.072
C -0.28 -6.41 0.36 -0.623
C -7.10 -2.47 -0.15 0.550
C -9.06 -0.95 -0.08 -0.554
C 4.69 5.11 -2.23 0.716
C -8.98 1.27 -1.01 -0.473
C 5.98 2.64 1.62 -0.952
C -3.68 -1.88 -1.67 -0.831
C -0.07 -4.01 0.96 0.568
C -5.68 -2.66 -0.57 0.292
C -5.00 -1.67 -1.28 0.306
C 5.35 5.02 -0.84 -1.161
C 2.37 5.20 -1.20 -0.936
C -3.04 -3.06 -1.34 -0.526
C 6.20 3.78 -0.67 0.072
C -1.80 -5.51 2.01 0.117
C -5.65 -0.37 -1.63 0.627
C 3.70 2.07 0.53 -0.667
C -2.34 -4.37 2.79 0.803
C 4.46 2.83 1.64 -0.809
C -7.05 -0.16 -1.16 0.214
C -1.72 -3.03 2.58 0.256
C -1.92 -7.83 1.39 -0.517
C -0.73 -5.34 1.12 0.378
C -9.68 0.26 -0.35 -0.487
C -2.39 -6.76 2.14 -0.661
C 6.76 3.62 0.74 -1.137
H 0.54 -6.26 -0.33 0.477
H 4.10 2.43 2.59 0.631
H 1.45 4.67 -1.00 0.290
H 5.67 2.87 -0.97 0.349
H 1.98 0.80 -0.87 0.335
H -0.52 -8.49 -0.09 0.418
H 7.68 4.90 -1.58 0.451
H -2.39 -8.81 1.50 0.418
H 7.81 3.31 0.72 0.278
H 4.26 1.25 0.10 0.598
H -3.10 -2.07 3.90 0.522
H -3.17 -1.10 -2.23 0.475
H 0.78 -1.51 0.90 0.659
H 6.88 2.69 -3.28 0.318
H 3.45 2.76 -0.28 0.091
H 6.24 1.61 1.38 0.426
H 6.04 5.87 -0.74 0.476
H 4.17 3.88 1.63 0.243
H 2.77 4.31 -3.04 0.454
H 7.47 4.25 -3.80 0.444
H -3.21 -6.88 2.84 0.506
H -9.46 2.22 -1.21 0.396
H -0.16 0.47 2.10 0.156
H -7.12 1.82 -1.94 0.467
H 5.25 4.65 -4.25 0.433
H 4.81 6.14 -2.58 0.457
H -2.01 -3.22 -1.64 0.461
H -2.10 0.18 3.59 0.428
H -3.20 -4.95 -0.35 0.639
H -5.56 -4.59 0.34 0.521
H -9.59 -1.74 0.43 0.481
H -10.70 0.43 -0.04 0.401
H 4.73 3.25 -3.34 0.428
H 4.62 5.12 -0.04 0.266
H 6.33 2.79 2.64 0.370
H 6.75 4.60 1.23 0.372
H 2.58 6.04 -0.54 0.343
H 8.08 3.32 -1.52 0.418
```

## Properties
**E_LUMO**: -3.303 eV
**Orbital gap**: 7.4 eV
**Charge**: +1



Record 3
C22H24N2O2S | wB97M-V/def2-TZVPD

Geometry as XYZ:
```
51
Properties=species:S:1:pos:R:3:nbo_charge:R:1
S -2.25 0.61 -4.59 0.377
O -0.99 2.11 -0.95 -0.534
O 1.86 0.16 6.95 -0.487
N -0.15 -1.87 -2.72 -0.436
N -4.05 -1.20 -4.56 -0.440
C -0.20 1.27 -0.57 0.598
C 1.01 1.36 3.55 -0.032
C -1.77 -1.03 -4.33 -0.234
C 0.91 2.53 2.77 -0.201
C 1.49 0.24 5.65 0.304
C 0.38 0.27 -1.55 -0.343
C 0.30 0.07 1.60 -0.096
C -0.57 -0.94 -1.70 -0.205
C 0.77 -1.06 3.74 -0.152
C 2.23 -1.21 -2.32 -0.418
C -5.01 1.03 -4.95 -0.659
C 2.19 1.35 7.63 -0.253
C -0.35 -1.41 -4.09 -0.256
C 1.41 1.40 4.91 -0.263
C -2.87 -1.83 -4.35 -0.050
C 1.20 -2.34 -2.46 -0.213
C 0.69 0.11 2.96 -0.106
C 1.79 -0.22 -1.24 -0.403
C 0.51 2.46 1.47 -0.162
C -3.91 0.07 -4.71 0.088
C 1.16 -1.00 5.05 -0.245
C 0.22 1.22 0.86 -0.184
H -0.61 -1.50 -0.76 0.189
H 0.38 0.79 -2.52 0.222
H -4.86 1.55 -5.89 0.227
H 1.82 -0.72 -0.27 0.205
H 2.34 -0.69 -3.28 0.196
H 0.03 -0.88 1.18 0.199
H 1.35 2.05 7.65 0.178
H 3.05 1.85 7.17 0.178
H 1.23 -1.88 5.66 0.227
H 1.49 -3.02 -3.26 0.201
H 0.52 -2.01 3.30 0.212
H -1.58 -0.59 -1.92 0.225
H -0.08 -2.25 -4.74 0.218
H 1.16 -2.90 -1.52 0.191
H -5.96 0.48 -4.98 0.241
H -5.05 1.77 -4.15 0.231
H -2.87 -2.90 -4.21 0.212
H 0.29 -0.56 -4.36 0.176
H 1.14 3.48 3.23 0.211
H 2.48 0.62 -1.20 0.214
H 2.45 1.05 8.64 0.202
H 1.65 2.36 5.33 0.210
H 0.42 3.36 0.87 0.227
H 3.20 -1.64 -2.07 0.214
```

## Properties
**E_LUMO**: 0.357 eV
**Orbital gap**: 8.6 eV
**Energy relative to the best compared isomer or geometry (same formula, charge and spin)**: 28.28 kcal/mol
**SMILES**: COc1ccc2cc(C(=O)[C@H]3CCCN(Cc4cnc(C)s4)C3)ccc2c1



Record 4
C31H30F32O6 | wB97M-V/def2-TZVPD

Geometry as XYZ:
```
99
Properties=species:S:1:pos:R:3:mulliken_charge:R:1
F 2.18 7.16 -0.26 -0.203
F 8.18 3.57 -0.96 -0.189
F 5.58 3.92 -2.13 -0.262
F -2.13 -6.95 -3.81 -0.263
F 1.32 7.88 -2.14 -0.229
F 3.80 5.17 -1.78 -0.297
F -9.11 -4.70 6.62 -0.218
F 9.87 4.56 0.02 -0.258
F -0.22 7.60 0.99 -0.310
F 7.71 6.08 0.40 -0.290
F -9.68 -1.21 4.42 -0.266
F -0.04 5.74 -3.18 -0.179
F -1.15 -5.91 -1.55 -0.320
F -2.58 -7.55 -1.24 -0.271
F -6.17 -6.32 5.64 -0.301
F -0.23 6.04 -0.53 -0.276
F -6.39 -4.17 5.81 -0.295
F -9.89 -3.85 4.00 -0.285
F -6.29 -5.24 0.64 -0.266
F -1.06 6.08 -5.09 -0.266
F -4.17 -6.35 -3.26 -0.234
F -5.65 -5.06 -1.42 -0.290
F -7.48 -5.46 7.88 -0.263
F 4.13 3.18 -0.03 -0.182
F 6.02 4.03 0.67 -0.245
F 9.08 6.95 -1.05 -0.311
F -7.41 -7.04 -1.08 -0.253
F -8.29 -2.28 5.73 -0.221
F -5.44 -7.94 -1.41 -0.233
F -3.07 7.36 -3.86 -0.326
F -1.11 8.33 -3.64 -0.271
F -8.99 -2.74 2.33 -0.322
O 1.93 -1.58 1.73 -0.547
O -7.62 -5.33 4.33 -0.402
O -0.08 -2.04 -2.77 -0.566
O 7.22 6.07 -1.80 -0.409
O -4.27 -5.91 0.13 -0.411
O -1.20 8.03 -0.93 -0.389
C -1.24 5.97 -3.76 0.065
C -8.55 -1.95 4.45 0.085
C -2.16 7.38 -1.74 -0.693
C 9.00 4.64 -1.00 0.188
C 3.58 -0.17 -0.21 -0.476
C -2.86 -6.08 -3.07 0.073
C 1.89 -1.95 0.58 0.326
C 5.85 6.18 -1.48 -0.817
C 6.13 -0.05 -0.21 -0.067
C 7.41 -0.78 -0.65 -0.532
C -2.48 -6.26 -1.59 0.829
C 8.19 5.95 -0.85 0.781
C 1.90 -1.23 -1.74 -0.055
C 0.78 -2.19 -1.94 -0.214
C -0.16 7.37 -0.35 0.804
C 5.06 4.88 -1.34 0.874
C -8.09 -5.58 6.68 0.199
C -1.85 7.28 -3.23 0.867
C 7.76 -1.97 0.25 -1.204
C 1.20 7.93 -0.80 0.186
C 2.45 -1.10 -0.54 0.164
C -3.17 -5.36 -0.56 -0.639
C -7.06 -5.30 5.57 0.798
C -7.62 -4.21 3.47 -0.481
C -8.78 -3.21 3.60 0.863
C -5.55 -5.83 -0.33 0.710
C 0.75 -3.37 -1.02 -0.297
C -6.18 -7.21 -0.55 0.241
C 4.84 4.32 0.07 0.188
C 1.28 -3.25 0.19 -0.624
C 4.89 -0.60 -0.89 -0.595
H 0.26 -4.26 -1.37 0.595
H -8.48 -6.60 6.57 0.243
H -6.66 -3.69 3.49 0.421
H 5.69 6.83 -0.62 0.379
H 5.41 6.67 -2.35 0.411
H 6.88 -2.34 0.78 0.305
H 9.54 4.65 -1.95 0.245
H 4.94 -1.70 -0.89 0.433
H -2.42 -5.21 0.21 0.348
H 8.19 -2.80 -0.31 0.330
H -3.40 -4.39 -0.99 0.360
H 1.26 -4.05 0.92 0.458
H 8.50 -1.69 1.01 0.325
H 6.01 -0.16 0.88 0.463
H -2.44 6.40 -1.33 0.337
H -2.64 -5.06 -3.40 0.307
H -6.26 -7.74 0.40 0.250
H 6.23 1.02 -0.43 -0.341
H 8.25 -0.08 -0.69 0.357
H -1.91 5.13 -3.56 0.275
H 4.88 -0.29 -1.94 0.301
H -3.03 8.02 -1.68 0.388
H 2.21 -0.63 -2.58 0.482
H 7.26 -1.14 -1.67 0.320
H -7.73 -4.63 2.48 0.187
H 3.72 -0.13 0.87 0.565
H 4.29 5.04 0.69 0.159
H 3.31 0.84 -0.53 0.158
H -7.73 -1.36 4.04 0.282
H 1.32 8.96 -0.46 0.231
```

## Properties
**E_LUMO**: -1.082 eV
**Orbital gap**: 9.0 eV
**SMILES**: FC(F)C(F)(F)COC(F)(F)C(F)F.FC(F)C(F)(F)COC(F)(F)C(F)F.FC(F)C(F)(F)COC(F)(F)C(F)F.FC(F)C(F)(F)COC(F)(F)C(F)F.CCCCCC1=CC(=O)C=CC1=O



Record 5
C48H36N2O5ReS2 | wB97M-V/def2-TZVPD

Geometry as XYZ:
```
94
Properties=species:S:1:pos:R:3:mulliken_spin:R:1
Re 0.85 1.55 -0.21 0.912
S -1.52 1.25 0.15 -0.024
S 1.25 -0.55 0.19 -0.007
O -1.78 1.01 1.57 0.014
O 1.13 1.69 1.88 -0.039
O 1.10 2.94 -1.58 0.080
O 5.00 0.66 3.29 0.003
O 2.84 -0.46 0.94 -0.007
N 3.19 0.89 1.22 0.004
N 2.87 1.69 0.08 -0.015
C -1.37 -3.93 -0.59 0.001
C 1.30 -1.38 -2.37 -0.004
C 1.55 -1.73 -1.05 0.036
C 0.90 -1.68 2.71 -0.008
C 0.08 -2.19 3.68 0.001
C -5.44 5.34 -1.91 0.000
C 3.19 4.94 -3.74 0.003
C -2.27 -2.51 -2.36 0.006
C 1.89 -3.63 -3.02 -0.001
C 3.77 2.49 -0.39 0.018
C 0.35 -1.43 1.44 -0.021
C -2.45 -3.67 -3.15 -0.003
C -2.66 -1.24 -2.83 -0.009
C -1.52 -1.46 -0.26 -0.061
C -2.15 -2.93 4.43 0.001
C 3.96 0.94 4.08 0.012
C 3.51 3.35 -1.49 -0.005
C 4.46 4.83 -3.15 -0.001
C -3.47 -3.15 4.18 0.001
C 1.46 -2.35 -3.35 0.006
C -2.65 2.44 -0.49 -0.048
C -0.97 -1.65 1.12 0.021
C 2.64 1.24 3.63 0.008
C -1.92 -0.24 -0.78 0.011
C 2.04 -4.67 -4.10 0.001
C -4.47 4.31 -1.42 -0.001
C -1.30 -2.43 3.42 0.000
C -2.10 -4.90 -2.67 0.004
C -3.21 -2.38 1.91 -0.003
C 1.63 1.50 4.60 0.001
C 3.22 1.20 6.35 0.008
C -1.83 -2.15 2.14 0.001
C -3.12 4.38 -1.78 0.005
C 4.60 4.05 -2.04 -0.001
C -4.88 3.28 -0.57 0.000
C 2.16 -3.94 -1.69 0.000
C -1.55 -5.03 -1.38 -0.001
C 2.10 4.29 -3.21 -0.001
C 4.22 0.93 5.45 -0.004
C -4.01 -2.87 2.90 -0.001
C 2.25 1.31 2.28 0.001
C -1.71 -2.63 -1.06 0.012
C -2.49 -0.12 -2.06 0.056
C -2.20 3.46 -1.32 0.023
C -3.98 2.34 -0.10 0.002
C 2.22 3.49 -2.08 0.035
C 1.91 1.48 5.93 0.000
C 1.97 -3.01 -0.69 -0.005
H -6.47 5.02 -1.77 0.000
H 1.13 1.68 6.66 0.000
H -1.16 3.53 -1.60 -0.011
H 5.23 0.71 5.77 0.000
H -0.96 -4.05 0.41 -0.002
H -2.25 -5.78 -3.28 0.000
H 1.94 -1.50 2.91 0.002
H 2.27 -5.65 -3.68 0.000
H 3.06 5.56 -4.62 0.000
H 0.48 -2.42 4.66 0.000
H -5.31 6.28 -1.35 0.000
H 5.30 5.36 -3.57 0.000
H 0.96 -0.38 -2.63 0.007
H -4.30 1.55 0.56 0.001
H 1.13 -4.74 -4.69 0.000
H 2.85 -4.39 -4.78 0.000
H -5.92 3.22 -0.28 0.000
H -3.11 -1.16 -3.81 0.000
H -5.28 5.57 -2.96 0.000
H -3.63 -2.17 0.93 0.000
H 1.24 -2.10 -4.38 0.001
H 5.57 3.94 -1.57 0.000
H 3.45 1.18 7.41 0.000
H -1.29 -6.01 -1.00 0.000
H -5.06 -3.04 2.72 0.000
H 0.63 1.71 4.24 -0.001
H -1.73 -3.15 5.41 0.000
H 2.49 -4.94 -1.43 0.000
H 4.76 2.48 0.06 -0.001
H 1.12 4.39 -3.66 -0.001
H 4.73 0.68 2.35 -0.001
H -2.79 5.18 -2.44 0.000
H -2.89 -3.57 -4.13 0.000
H -2.80 0.84 -2.43 -0.011
H -4.11 -3.54 4.96 0.000
H 2.14 -3.27 0.35 0.000
```

## Properties
**E_LUMO (spin up / spin down)**: -6.376 / -6.719 eV
**Orbital gap (spin up / spin down)**: 6.6 / 6.3 eV
**Multiplicity**: 2
**Charge**: +2
**Energy relative to the best compared isomer or geometry (same formula, charge and spin)**: 69.74 kcal/mol



Record 6
C5H13NO2 | wB97M-V/def2-TZVPD

Geometry as XYZ:
```
21
Properties=species:S:1:pos:R:3:nbo_charge:R:1
O 6.81 0.37 0.86 -0.935
O -1.65 1.84 1.07 -0.947
N -1.00 -0.21 -1.93 -0.403
C 0.68 0.13 -0.21 -0.517
C -0.53 -0.36 -0.58 0.193
C -1.67 -0.94 0.24 -0.460
C -1.30 0.98 -2.22 -0.040
C -1.60 -2.44 0.61 -0.614
H 6.98 1.25 0.41 0.468
H -1.67 -0.24 1.10 0.254
H -2.75 -0.68 -0.35 0.211
H -1.62 1.24 -3.22 0.157
H -2.11 -2.71 1.62 0.209
H 0.94 0.29 0.83 0.192
H -1.30 1.90 -1.62 0.162
H 1.52 0.37 -0.93 0.217
H -0.79 1.91 1.37 0.473
H -2.13 2.73 1.24 0.483
H 5.75 0.43 1.00 0.468
H -0.56 -2.68 0.82 0.211
H -2.01 -3.16 -0.12 0.218
```

## Properties
**E_LUMO**: 0.430 eV
**Orbital gap**: 9.2 eV
**Energy relative to the best compared isomer or geometry (same formula, charge and spin)**: 92.24 kcal/mol
**SMILES**: C=NC(=C)CC.O.O



Record 7
CH2BrNO3 | wB97M-V/def2-TZVPD

Geometry as XYZ:
```
8
Properties=species:S:1:pos:R:3:mulliken_spin:R:1
Br 1.14 0.58 -2.28 0.000
O -0.55 1.33 1.06 0.611
O -1.77 -1.35 0.38 0.209
O 0.49 -0.32 1.99 0.682
N -0.27 0.18 1.21 0.416
C -0.65 -0.95 0.37 0.053
H 0.10 -1.51 -0.25 0.027
H 1.51 2.04 -2.48 0.000
```

## Properties
**E_LUMO (spin up / spin down)**: -0.015 / -4.104 eV
**Orbital gap (spin up / spin down)**: 8.0 / 7.1 eV
**Multiplicity**: 3
**Energy relative to the best compared isomer or geometry (same formula, charge and spin)**: 28.02 kcal/mol



Record 8
C4H8N4 | wB97M-V/def2-TZVPD

Geometry as XYZ:
```
16
Properties=species:S:1:pos:R:3:nbo_charge:R:1
N -1.45 0.56 -0.04 -0.418
N 2.19 -1.31 1.36 -0.446
N 2.78 -0.08 1.80 -0.672
N 1.09 -0.61 -0.63 -0.299
C 0.30 -0.15 -1.51 -0.136
C -2.86 0.83 -0.02 -0.441
C -1.04 0.27 -1.21 0.064
C 1.51 -1.33 0.25 0.355
H -3.33 1.28 -0.90 0.168
H 2.85 -2.02 1.66 0.404
H 0.48 -0.14 -2.54 0.187
H 2.01 0.54 1.53 0.354
H -1.65 0.42 -2.07 0.146
H -2.99 1.43 0.78 0.194
H 3.60 0.30 1.34 0.346
H -3.50 0.03 0.19 0.194
```

## Properties
**E_LUMO (spin up / spin down)**: 0.359 / 0.359 eV
**Orbital gap (spin up / spin down)**: 7.8 / 7.8 eV
**Energy relative to the best compared isomer or geometry (same formula, charge and spin)**: 109.66 kcal/mol



no.,electronic energy (eV),molecular weight (g/mol)
1,-8761.2156,99.14
2,-67710.8692,664.80
3,-41113.9845,380.51
4,-131877.3015,1106.51
5,-87361.6947,971.17
6,-10977.8790,119.16
7,-78736.7271,155.94
8,-10233.4867,112.14